## one
Formula: CH3NO
Source: the Open Molecules 2025 dataset
Level of theory: ωB97M-V/def2-TZVPD

Multiplicity   1
Net charge   0
E_LUMO   -0.18 eV
Frontier orbital gap   10.223 eV

The geometry in XYZ format:
```
6
Properties=species:S:1:pos:R:3:mulliken_charge:R:1
C -0.641 0.256 -0.130 0.052
H 0.876 -1.319 0.303 0.317
H 1.452 0.359 0.654 0.291
H -0.649 1.280 -0.241 0.378
N 0.661 -0.231 -0.430 -0.577
O -1.700 -0.345 -0.156 -0.461
```


## two
Formula: CH3NO
Source: the Open Molecules 2025 dataset
Level of theory: ωB97M-V/def2-TZVPD

Multiplicity   1
SMILES   CN=O
Net charge   0
E_LUMO (alpha / beta)   -1.40 / -1.40 eV
Frontier orbital gap (alpha / beta)   8.858 / 8.857 eV

The geometry in XYZ format:
```
6
Properties=species:S:1:pos:R:3:mulliken_charge:R:1
C -0.337 0.094 0.020 -0.504
N -1.555 0.693 0.133 -0.067
O -2.607 -0.219 -0.103 -0.280
H 0.378 0.755 0.476 0.307
H 0.080 0.018 -1.066 0.255
H -0.200 -1.084 0.209 0.290
```


Energies in eV, measured from the most stable structure: one 0.000; two 0.767.


## one
Formula: C5H14N2
Source: the Open Molecules 2025 dataset
Level of theory: ωB97M-V/def2-TZVPD

Multiplicity   1
SMILES   [H]/N=C/N.CC(C)C
Net charge   0
E_LUMO   0.94 eV
Frontier orbital gap   10.146 eV

The geometry in XYZ format:
```
21
Properties=species:S:1:pos:R:3:mulliken_charge:R:1
H 4.030 2.216 -0.215 0.219
N 3.353 1.479 -0.448 -0.646
C 3.572 0.450 0.277 0.047
N 2.930 -0.717 -0.065 -0.419
H 4.223 0.437 1.148 0.376
H 2.253 -0.649 -0.810 0.246
H 2.899 -1.527 0.549 0.205
C -1.505 -0.907 -1.248 -1.325
C -1.493 -0.423 0.210 0.767
C -0.715 0.888 0.341 -1.173
C -2.900 -0.195 0.744 -1.313
H -2.028 -1.870 -1.391 0.359
H -2.007 -0.142 -1.900 0.290
H -0.504 -1.025 -1.654 0.315
H -0.963 -1.170 0.840 0.167
H -0.556 1.119 1.407 0.332
H -1.201 1.706 -0.210 0.344
H 0.279 0.742 -0.140 0.192
H -3.598 -0.968 0.331 0.348
H -2.841 -0.208 1.848 0.330
H -3.228 0.765 0.386 0.339
```


## two
Formula: C5H14N2
Source: the Open Molecules 2025 dataset
Level of theory: ωB97M-V/def2-TZVPD

Multiplicity   1
Net charge   0
E_LUMO   0.71 eV
Frontier orbital gap   8.669 eV

The geometry in XYZ format:
```
21
Properties=species:S:1:pos:R:3:mulliken_charge:R:1
C 3.991 0.122 0.047 -0.899
N 0.683 0.240 0.076 -0.652
C -0.992 -1.041 -2.011 -1.317
C -1.576 -0.713 -0.607 -0.415
C -0.658 0.300 0.099 0.480
C -1.277 1.277 0.999 -0.567
N -2.029 0.520 1.997 -0.592
H 4.763 0.328 -0.707 0.260
H 3.108 0.664 0.224 0.191
H 3.727 -0.934 -0.196 0.211
H 4.598 0.095 0.981 0.238
H -1.039 -0.144 -2.628 0.357
H -1.504 -1.818 -2.613 0.359
H 0.004 -1.357 -1.929 0.356
H -2.676 -0.318 -0.835 0.242
H -1.653 -1.599 -0.073 0.446
H 0.164 -0.376 0.891 0.163
H -0.505 1.842 1.473 0.406
H -1.880 1.940 0.413 0.302
H -2.477 1.068 2.769 0.231
H -2.771 -0.097 1.630 0.201
```


## three
Formula: C5H14N2
Source: the Open Molecules 2025 dataset
Level of theory: ωB97M-V/def2-TZVPD

Multiplicity   1
SMILES   [H]/N=C(\C)CCN.C
Net charge   0
E_LUMO   0.68 eV
Frontier orbital gap   8.716 eV

The geometry in XYZ format:
```
21
Properties=species:S:1:pos:R:3:mulliken_charge:R:1
H -0.179 -1.378 -0.631 0.183
N -0.932 -0.623 -0.382 -0.737
C -0.316 -0.852 0.769 0.695
C -0.689 -2.053 1.609 -1.414
C 0.761 0.090 1.290 -0.544
C 0.502 1.515 0.831 -0.364
N -0.854 1.960 1.211 -0.699
H -1.151 -1.651 2.515 0.342
H -1.493 -2.560 1.087 0.450
H 0.151 -2.662 1.908 0.355
H 1.687 -0.217 0.804 0.285
H 0.814 0.060 2.372 0.356
H 0.609 1.558 -0.252 0.153
H 1.184 2.233 1.290 0.440
H -1.540 1.432 0.692 0.256
H -0.941 2.921 0.889 0.245
C 0.486 0.046 -3.200 -0.938
H -0.477 0.374 -2.860 0.257
H 0.411 -0.342 -4.213 0.323
H 1.151 0.905 -3.173 0.232
H 0.815 -0.755 -2.555 0.125
```


Energies in eV, measured from the most stable structure: one 0.000; two 4.135; three 2.846.


## one
Formula: C5H14N2
Source: the Open Molecules 2025 dataset
Level of theory: ωB97M-V/def2-TZVPD

Multiplicity   1
SMILES   C[C@H](N)CCCN
Net charge   0
E_LUMO   1.02 eV
Frontier orbital gap   10.197 eV

The geometry in XYZ format:
```
21
Properties=species:S:1:pos:R:3:mulliken_charge:R:1
C -0.216 -2.162 0.828 -1.372
C -0.343 -1.255 -0.405 0.432
N -0.142 -2.080 -1.625 -0.714
C 0.662 -0.094 -0.391 -0.775
C 0.630 0.794 0.884 -0.393
C 0.403 2.259 0.600 -0.931
N -0.943 2.604 0.162 -0.567
H 0.824 -2.420 1.024 0.249
H -0.723 -1.743 1.690 0.383
H -0.753 -3.085 0.592 0.421
H -1.349 -0.831 -0.436 0.229
H 0.647 -1.700 -2.149 0.263
H -0.931 -1.929 -2.245 0.273
H 1.656 -0.534 -0.508 0.384
H 0.445 0.562 -1.243 0.323
H 1.548 0.645 1.458 0.341
H -0.157 0.418 1.533 0.228
H 0.627 2.830 1.502 0.353
H 1.062 2.633 -0.185 0.385
H -1.096 2.339 -0.801 0.255
H -1.667 2.203 0.743 0.235
```


## two
Formula: C5H14N2
Source: the Open Molecules 2025 dataset
Level of theory: ωB97M-V/def2-TZVPD

Multiplicity   1
SMILES   C=CC.CCNN
Net charge   0
E_LUMO   1.08 eV
Frontier orbital gap   9.198 eV

The geometry in XYZ format:
```
21
Properties=species:S:1:pos:R:3:mulliken_charge:R:1
C -2.294 0.977 -0.700 -0.701
C -2.050 -0.326 -0.593 0.045
C -2.372 -0.730 0.852 -1.049
H -2.537 1.612 -1.620 0.198
H -2.092 1.724 0.060 0.231
H -2.255 -1.170 -1.256 0.325
H -2.109 0.039 1.525 0.363
H -3.378 -1.053 0.783 0.330
H -1.706 -1.537 1.172 0.249
C 1.661 -1.313 -0.177 -1.426
C 2.458 -0.044 -0.601 -0.121
N 1.557 1.162 -0.419 -0.336
N 0.769 1.307 0.767 -0.466
H 1.322 -1.291 0.814 0.347
H 0.830 -1.510 -0.692 0.403
H 2.216 -2.153 -0.328 0.501
H 3.490 0.127 0.019 0.216
H 2.581 0.088 -1.711 0.237
H 2.159 1.965 -0.497 0.241
H 1.444 1.607 1.465 0.243
H 0.304 0.518 1.137 0.170
```


Energies in eV, measured from the most stable structure: one 0.000; two 3.978.


## one
Formula: C5H14N2
Source: the Open Molecules 2025 dataset
Level of theory: ωB97M-V/def2-TZVPD

Multiplicity   1
SMILES   CNCCN(C)C
Net charge   0
E_LUMO   1.08 eV
Frontier orbital gap   9.626 eV

The geometry in XYZ format:
```
21
Properties=species:S:1:pos:R:3:mulliken_charge:R:1
C 2.925 1.480 0.014 -0.869
N 1.988 0.541 0.648 -0.414
C 1.123 0.011 -0.437 -0.512
C 0.002 -0.780 0.228 -0.775
N -1.324 -0.413 -0.408 -0.031
C -2.131 -1.537 -0.860 -0.954
C -2.075 0.441 0.620 -1.075
H 3.318 1.023 -0.908 0.315
H 2.451 2.459 -0.288 0.282
H 3.707 1.659 0.744 0.327
H 1.408 1.063 1.376 0.256
H 0.742 0.797 -1.119 0.351
H 1.811 -0.651 -1.029 0.293
H -0.026 -0.613 1.359 0.412
H 0.206 -1.883 0.208 0.421
H -3.032 -1.134 -1.381 0.280
H -2.549 -2.229 -0.052 0.321
H -1.570 -2.270 -1.459 0.344
H -2.496 -0.096 1.477 0.393
H -1.502 1.285 1.083 0.274
H -2.975 0.846 0.183 0.362
```


## two
Formula: C5H14N2
Source: the Open Molecules 2025 dataset
Level of theory: ωB97M-V/def2-TZVPD

Multiplicity   1
Net charge   0
E_LUMO   0.55 eV
Frontier orbital gap   6.067 eV

The geometry in XYZ format:
```
21
Properties=species:S:1:pos:R:3:mulliken_charge:R:1
C 0.938 0.398 0.370 0.118
C 2.211 -0.047 -0.337 -1.501
N 0.710 1.786 0.211 -0.669
H 0.950 2.097 -0.724 0.280
H -0.284 2.060 0.364 0.456
H 0.974 0.144 1.432 0.310
H -1.279 0.288 1.532 0.335
H 3.026 0.593 -0.003 0.395
H 2.485 -1.077 -0.116 0.425
H 2.114 0.066 -1.421 0.378
C -0.131 -1.927 0.166 -0.891
N -0.288 -0.478 -0.118 -0.307
C -1.604 0.096 0.489 -0.272
C -2.086 1.275 -0.291 -1.255
H -0.407 -0.329 -1.125 0.459
H -2.306 -0.748 0.562 0.313
H -0.083 -2.060 1.245 0.360
H -0.998 -2.456 -0.224 0.370
H 0.771 -2.324 -0.295 0.325
H -1.557 1.427 -1.236 0.197
H -3.157 1.218 -0.482 0.175
```


## three
Formula: C5H14N2
Source: the Open Molecules 2025 dataset
Level of theory: ωB97M-V/def2-TZVPD

Multiplicity   1
Net charge   0
E_LUMO   -3.29 eV
Frontier orbital gap   2.907 eV

The geometry in XYZ format:
```
21
Properties=species:S:1:pos:R:3:mulliken_charge:R:1
C 1.752 -0.195 -3.124 -0.776
N 0.704 -0.632 -2.259 -0.320
C -0.115 0.418 -1.810 -0.089
C -0.161 -1.727 1.207 -0.666
C 0.646 -0.982 1.955 -0.473
N -0.530 1.291 2.541 -0.463
C -1.776 0.922 1.889 -0.230
H 2.387 -1.014 -3.447 0.289
H 1.422 0.411 -3.985 0.295
H 2.337 0.525 -2.519 0.322
H -1.013 0.546 -2.454 0.301
H 0.491 1.332 -1.733 0.333
H -0.625 0.151 -0.873 -0.306
H -0.860 -2.381 1.710 0.266
H 0.010 -1.803 0.142 0.325
H 1.567 -0.523 1.623 0.251
H 0.438 -0.873 3.010 0.303
H -0.705 2.241 2.896 0.210
H -1.593 -0.070 2.339 0.095
H -1.690 0.871 0.784 -0.014
H -2.687 1.493 2.107 0.348
```


Energies in eV, measured from the most stable structure: one 0.000; two 1.806; three 7.717.


## one
Formula: C5H14N2
Source: the Open Molecules 2025 dataset
Level of theory: ωB97M-V/def2-TZVPD

Multiplicity   1
SMILES   NCCCCCN
Net charge   0
E_LUMO   1.09 eV
Frontier orbital gap   9.920 eV

The geometry in XYZ format:
```
21
Properties=species:S:1:pos:R:3:mulliken_charge:R:1
N -1.881 0.877 2.289 -0.535
C -1.177 -0.212 1.592 -0.404
C 0.221 0.195 1.140 -0.687
C 0.260 0.964 -0.181 -0.626
C -0.182 0.211 -1.437 -0.605
C 0.819 -0.878 -1.932 -0.533
N 2.020 -0.995 -1.079 -0.567
H -2.814 1.038 1.956 0.209
H -1.346 1.718 2.411 0.229
H -1.742 -0.555 0.721 0.199
H -1.132 -1.037 2.260 0.260
H 0.913 -0.632 1.214 0.345
H 0.632 0.911 1.844 0.324
H -0.400 1.832 -0.118 0.329
H 1.264 1.307 -0.355 0.446
H -1.151 -0.239 -1.226 0.271
H -0.304 0.942 -2.225 0.341
H 0.298 -1.830 -2.014 0.227
H 1.158 -0.537 -2.902 0.375
H 2.736 -1.445 -1.637 0.245
H 1.807 -1.635 -0.321 0.159
```


## two
Formula: C5H14N2
Source: the Open Molecules 2025 dataset
Level of theory: ωB97M-V/def2-TZVPD

Multiplicity   1
SMILES   CC[C@H](N)CNC
Net charge   0
E_LUMO   1.08 eV
Frontier orbital gap   9.207 eV

The geometry in XYZ format:
```
21
Properties=species:S:1:pos:R:3:mulliken_charge:R:1
C -1.374 2.711 -0.105 -1.160
C -0.116 1.865 -0.330 -0.564
C -0.282 0.369 -0.151 0.627
N -0.640 0.064 1.237 -0.637
C 1.004 -0.378 -0.534 -1.400
N 0.884 -1.795 -0.683 -0.168
C 0.625 -2.709 0.398 -0.939
H -1.991 2.794 -0.990 0.338
H -1.124 3.638 0.404 0.324
H -2.018 2.198 0.625 0.281
H 0.733 2.189 0.276 0.338
H 0.166 2.032 -1.372 0.275
H -1.114 0.062 -0.799 0.136
H -0.103 -0.665 1.689 0.255
H -1.597 -0.238 1.332 0.257
H 1.686 -0.151 0.282 0.458
H 1.396 0.051 -1.441 0.458
H 0.623 -2.122 -1.594 0.206
H -0.431 -2.761 0.654 0.277
H 1.208 -2.369 1.244 0.314
H 0.938 -3.692 0.138 0.324
```


## three
Formula: C5H14N2
Source: the Open Molecules 2025 dataset
Level of theory: ωB97M-V/def2-TZVPD

Multiplicity   1
Net charge   0
E_LUMO   1.03 eV
Frontier orbital gap   7.839 eV

The geometry in XYZ format:
```
21
Properties=species:S:1:pos:R:3:mulliken_charge:R:1
C 0.589 0.421 1.775 -0.181
C -0.078 0.649 -1.294 -0.543
C 1.263 0.665 -0.595 -1.201
C -0.373 -1.781 -1.513 -0.980
C -0.495 1.448 1.837 -1.136
N -0.892 -0.533 -0.966 -0.168
N 0.181 -0.843 1.956 -0.347
H -1.830 -0.384 -1.322 0.213
H 1.413 0.630 0.859 0.528
H -0.741 -1.133 1.641 0.212
H 0.870 -1.578 1.956 0.237
H -0.655 1.527 -0.989 0.339
H 0.064 0.737 -2.391 0.403
H 1.886 -0.199 -0.830 0.376
H 1.811 1.584 -0.807 0.385
H -0.144 -1.731 -2.590 0.328
H -1.101 -2.578 -1.353 0.337
H 0.543 -2.064 -0.993 0.272
H -1.417 1.145 1.320 0.298
H -0.154 2.391 1.411 0.283
H -0.738 1.625 2.889 0.344
```


Energies in eV, measured from the most stable structure: one 0.000; two 0.077; three 3.098.


## one
Formula: C5H14N2
Source: the Open Molecules 2025 dataset
Level of theory: ωB97M-V/def2-TZVPD

Multiplicity   1
SMILES   CCCNCCN
Net charge   0
E_LUMO   1.19 eV
Frontier orbital gap   9.784 eV

The geometry in XYZ format:
```
21
Properties=species:S:1:pos:R:3:mulliken_charge:R:1
C -0.202 2.761 -0.654 -1.246
C -0.355 1.526 -1.519 -0.342
C -1.332 0.501 -0.908 -0.660
N -0.626 -0.663 -0.321 -0.356
C 0.048 -0.340 0.931 -0.317
C 1.288 -1.215 1.211 -0.724
N 1.022 -2.661 1.194 -0.620
H 0.739 3.317 -0.739 0.326
H -0.850 3.629 -0.905 0.364
H -0.443 2.630 0.420 0.327
H 0.617 1.038 -1.543 0.301
H -0.633 1.863 -2.515 0.329
H -2.014 0.088 -1.643 0.380
H -1.925 1.188 -0.188 0.268
H -1.210 -1.479 -0.261 0.259
H 0.478 0.685 0.835 0.195
H -0.633 -0.490 1.774 0.348
H 2.024 -0.978 0.442 0.293
H 1.742 -0.963 2.159 0.422
H 0.970 -3.015 0.249 0.227
H 1.772 -3.113 1.709 0.224
```


## two
Formula: C5H14N2
Source: the Open Molecules 2025 dataset
Level of theory: ωB97M-V/def2-TZVPD

Multiplicity   1
SMILES   C[C@@H](N)CN(C)C
Net charge   0
E_LUMO   1.05 eV
Frontier orbital gap   8.757 eV

The geometry in XYZ format:
```
21
Properties=species:S:1:pos:R:3:mulliken_charge:R:1
C -2.086 1.303 0.591 -1.519
C -0.609 0.916 0.265 0.688
N 0.390 1.502 1.111 -0.460
C -0.561 -0.640 0.168 -1.314
N 0.597 -1.266 -0.403 0.079
C 1.853 -1.111 0.314 -0.989
C 0.712 -1.187 -1.880 -0.945
H -2.518 0.587 1.290 0.340
H -2.044 2.352 0.909 0.436
H -2.737 1.280 -0.286 0.351
H -0.541 1.431 -0.708 0.232
H 0.202 1.496 2.094 0.185
H 0.933 2.244 0.734 0.194
H -0.791 -0.995 1.175 0.474
H -1.432 -0.994 -0.397 0.356
H 1.534 -1.056 1.369 0.316
H 2.448 -2.035 0.288 0.337
H 2.438 -0.221 0.095 0.308
H 0.641 -0.193 -2.339 0.274
H -0.096 -1.870 -2.128 0.326
H 1.668 -1.541 -2.263 0.333
```


Energies in eV, measured from the most stable structure: one 0.000; two 0.343.